Record 1
{
  "formula": "CH3OPS",
  "method": "the ωB97M-V functional and the def2-TZVPD basis",
  "relative_energy_ev": 3.536,
  "total_charge": 0,
  "energy_ha": -854.543285,
  "homo_energy_ev": [-9.8, -9.7],
  "elements": ["C", "O", "P", "S", "H", "H", "H"],
  "xyz": [[-0.170, -0.293, 1.027], [0.904, -0.087, 1.510], [-1.220, 0.975, 0.374], [0.332, -0.378, -2.437], [-0.548, -1.399, 0.946], [-0.155, 1.733, -0.140], [0.856, -0.552, -1.280]],
  "atomic_forces_ev_per_a": [[-0.1622, -2.7734, -0.1223], [1.0269, 0.2316, 0.5189], [-1.1697, 0.7957, -1.0389], [-1.0562, 0.4013, -1.2518], [0.2176, 1.4542, 0.2222], [0.2065, 0.1970, 0.1509], [0.9370, -0.3064, 1.5210]],
  "nbo_charge": [0.036, -0.493, 0.398, -0.117, 0.129, -0.031, 0.078]
}

=====

Record 2
{
  "formula": "CH3PS",
  "method": "the ωB97M-V functional and the def2-TZVPD basis",
  "relative_energy_ev": 2.727,
  "total_charge": 0,
  "energy_ha": -779.314084,
  "homo_energy_ev": -9.0,
  "elements": ["C", "P", "S", "H", "H", "H"],
  "xyz": [[-0.318, -0.316, -0.088], [1.286, 0.395, 0.090], [-0.366, 1.350, -0.793], [-0.626, -1.397, -1.383], [-1.010, -0.688, 0.570], [1.035, 0.657, 1.604]],
  "atomic_forces_ev_per_a": [[-0.3911, -2.0593, -5.9653], [0.4023, 0.1340, 2.0626], [-0.1563, -0.1865, 0.7321], [1.1049, 2.4702, 3.2306], [-1.3592, -0.3652, 1.7925], [0.3995, 0.0068, -1.8525]],
  "nbo_charge": [-0.750, 0.513, -0.059, 0.127, 0.212, -0.042]
}